The following is a DFT calculation (ωB97M-V with the def2-TZVPD basis set) of the ion C6H8NO8 with charge -1 at a distorted geometry.

Summary:
- SMILES: O=C([O-])C(=O)C(O)(O)C(O)(O)C/C=N/O
- HOMO level: -5.88 eV
- Molar mass: 222.129 g mol⁻¹
- ΔE to the lowest compared entry with this formula, charge and spin: 0.593 eV

```
! RIJCOSX wB97M-V def2-TZVPD def2/J DEFGRID3
* xyz -1 1
O -1.15 2.47 1.16
C -1.39 1.82 0.12
O -2.48 1.42 -0.34
C -0.05 1.46 -0.52
O 0.28 1.86 -1.65
C 0.95 0.74 0.43
O 2.22 1.37 0.37
O 0.41 0.58 1.72
C 1.30 -0.69 -0.13
O 2.57 -1.08 0.44
O 1.44 -0.60 -1.51
C 0.17 -1.73 0.19
C -1.18 -1.42 -0.29
N -2.12 -1.97 0.32
O -3.41 -1.38 -0.03
H 1.99 2.20 -0.10
H -0.36 1.11 1.95
H 3.13 -0.66 -0.19
H 1.39 0.32 -1.86
H 0.24 -1.90 1.34
H 0.66 -2.77 -0.23
H -1.24 -0.69 -1.00
H -3.39 -0.46 -0.18
*
```


The following is a DFT calculation (ωB97M-V with the def2-TZVPD basis set) of a cluster of 2 separate species, C5H14NS in total at a distorted geometry.

Summary:
- HOMO level (alpha / beta): -19.53 / -19.54 eV
- Molar mass: 120.241 g mol⁻¹
- ΔE to the lowest compared entry with this formula, charge and spin: 2.643 eV

```
! RIJCOSX wB97M-V def2-TZVPD def2/J DEFGRID3
* xyz 2 2
C -0.91 0.56 -2.98
C 0.14 0.26 -1.89
C -0.28 -0.90 -1.01
S 1.00 -1.49 0.17
H -0.57 1.33 -3.76
H -1.91 0.82 -2.48
H -1.04 -0.29 -3.60
H 1.14 0.07 -2.34
H 0.29 1.20 -1.28
H -0.54 -1.75 -1.64
H -1.27 -0.65 -0.50
H 0.10 -1.85 1.14
C -1.19 0.76 2.53
C 0.92 1.03 1.53
N -0.32 1.32 1.53
H -1.70 -0.10 2.11
H -1.99 1.46 2.73
H -0.55 0.56 3.36
H 1.50 0.73 2.43
H 1.49 1.15 0.60
H -0.75 1.69 0.68
*
```


The following is a DFT calculation (ωB97M-V with the def2-TZVPD basis set) of a cluster of 2 separate species, C2H9NOS2 in total at a distorted geometry.

Summary:
- SMILES: CSS.NCO
- HOMO level: -9.03 eV
- Molar mass: 127.234 g mol⁻¹
- ΔE to the lowest compared entry with this formula, charge and spin: 0.688 eV

```
! RIJCOSX wB97M-V def2-TZVPD def2/J DEFGRID3
* xyz 0 1
C -0.18 -2.46 1.26
S -0.35 -1.14 2.44
S 1.05 0.28 1.72
H 0.14 -1.96 0.34
H -1.13 -2.88 0.90
H 0.47 -3.31 1.48
H 2.17 -0.46 1.97
N -1.55 1.44 -3.54
C -0.39 1.91 -2.78
O 0.73 1.03 -2.81
H -1.20 1.40 -4.49
H -1.89 0.56 -3.23
H -0.07 2.84 -3.23
H -0.70 2.02 -1.74
H 0.47 0.13 -2.56
*
```


The following is a DFT calculation (ωB97M-V with the def2-TZVPD basis set) of the ion C5H5ClN with charge +1 at a distorted geometry.

Summary:
- HOMO level: -15.64 eV
- Molar mass: 114.555 g mol⁻¹
- ΔE to the lowest compared entry with this formula, charge and spin: 4.319 eV

```
! RIJCOSX wB97M-V def2-TZVPD def2/J DEFGRID3
* xyz 1 1
C 2.72 -1.17 -0.58
C -0.17 0.42 0.59
C 1.03 -0.16 0.95
C -0.54 0.81 -0.85
C -1.16 -0.44 -0.45
N 1.89 -0.73 0.12
Cl -2.76 -0.57 0.11
H -0.73 0.92 1.37
H 1.34 -0.16 2.00
H -1.15 1.70 -0.91
H 0.26 0.77 -1.59
H -0.72 -1.39 -0.76
*
```


The following is a DFT calculation (ωB97M-V with the def2-TZVPD basis set) of a structure of composition C39H41HgIN6O5P2S at a distorted geometry.

Summary:
- HOMO level (alpha / beta): -4.96 / -4.96 eV
- Molar mass: 1095.303 g mol⁻¹
- ΔE to the lowest compared entry with this formula, charge and spin: 0.000 eV

```
! RIJCOSX wB97M-V def2-TZVPD def2/J DEFGRID3
* xyz -1 2
Hg 0.40 0.89 0.58
C -2.66 3.43 1.22
N -2.43 2.38 0.26
C -2.93 2.63 -1.07
C -2.18 1.83 -2.10
N -0.96 1.41 -1.97
C -0.61 0.84 -3.19
C 0.59 0.29 -3.62
C 0.65 -0.17 -4.92
C -0.45 -0.10 -5.77
C -1.65 0.45 -5.37
C -1.71 0.93 -4.06
N -2.70 1.57 -3.33
C -2.12 3.06 2.56
N -1.13 2.26 2.79
C -0.95 2.24 4.16
C -0.01 1.57 4.94
C -0.07 1.76 6.31
C -1.02 2.60 6.90
C -1.95 3.28 6.14
C -1.90 3.09 4.76
N -2.64 3.60 3.71
H -3.73 3.70 1.34
H -2.13 4.32 0.87
H -2.74 1.48 0.61
H -2.78 3.69 -1.29
H -4.01 2.43 -1.18
H 1.45 0.26 -2.96
H 1.58 -0.58 -5.29
H -0.37 -0.49 -6.78
H -2.50 0.51 -6.04
H -3.62 1.79 -3.65
H 0.74 0.95 4.46
H 0.65 1.26 6.95
H -1.02 2.73 7.97
H -2.67 3.95 6.59
H -3.40 4.25 3.78
C 3.79 -0.10 2.84
P 2.51 -1.03 1.90
C 3.36 -1.10 0.28
C 2.68 -2.78 2.44
C 3.80 -3.33 3.05
C 3.80 -4.66 3.43
C 2.69 -5.45 3.21
C 1.56 -4.93 2.59
C 1.54 -3.59 2.20
P 0.16 -2.76 1.30
C -0.96 -4.17 0.91
C -0.78 -2.13 2.77
H 4.75 -0.61 2.87
H 3.45 0.09 3.86
H 3.90 0.85 2.32
H 4.40 -1.39 0.42
H 3.30 -0.10 -0.17
H 2.86 -1.83 -0.36
H 4.69 -2.73 3.23
H 4.68 -5.09 3.90
H 2.69 -6.49 3.52
H 0.70 -5.56 2.43
H -1.21 -4.77 1.79
H -0.51 -4.80 0.14
H -1.88 -3.75 0.49
H -0.83 -2.89 3.55
H -1.79 -1.86 2.44
H -0.30 -1.23 3.15
N -0.36 -2.41 -1.83
C -1.13 -3.01 -2.83
C -2.52 -2.85 -2.85
C -3.29 -3.52 -3.78
C -2.68 -4.34 -4.71
C -1.30 -4.50 -4.73
C -0.53 -3.83 -3.79
S -3.69 -5.28 -5.89
O -3.45 -6.67 -5.50
O -3.13 -4.92 -7.19
O -5.05 -4.81 -5.67
H -0.74 -1.58 -1.41
H 0.62 -2.33 -2.05
H -2.99 -2.19 -2.12
H -4.37 -3.43 -3.81
H -0.85 -5.13 -5.47
H 0.55 -3.94 -3.78
I 1.45 8.93 0.24
C 2.01 6.93 -0.19
C 1.21 5.90 0.28
C 1.59 4.59 0.02
C 2.74 4.33 -0.72
C 3.51 5.38 -1.19
C 3.15 6.69 -0.92
C 3.15 2.86 -0.99
O 3.68 2.65 -2.09
O 2.90 2.06 -0.05
H 0.32 6.11 0.86
H 0.99 3.77 0.38
H 4.40 5.16 -1.77
H 3.76 7.51 -1.28
*
```


The following is a DFT calculation (ωB97M-V with the def2-TZVPD basis set) of a structure of composition C2HBr2ClOS at a distorted geometry.

Summary:
- HOMO level (alpha / beta): -8.61 / -9.79 eV
- Molar mass: 268.357 g mol⁻¹
- ΔE to the lowest compared entry with this formula, charge and spin: 3.986 eV

```
! RIJCOSX wB97M-V def2-TZVPD def2/J DEFGRID3
* xyz 0 1
C 0.25 0.61 0.08
C 0.66 -0.99 1.12
O 0.26 1.17 -2.44
S -0.36 0.25 -1.53
Cl -2.32 0.82 -0.89
Br 0.78 -0.89 2.88
Br 0.88 -2.41 0.00
H -0.14 1.44 0.78
*
```


The following is a DFT calculation (ωB97M-V with the def2-TZVPD basis set) of a structure of composition C12H11AsN4O6ReS7.

Summary:
- HOMO level (alpha / beta): -7.71 / -7.72 eV
- Molar mass: 792.840 g mol⁻¹
- ΔE to the lowest compared entry with this formula, charge and spin: 0.000 eV

```
! RIJCOSX wB97M-V def2-TZVPD def2/J DEFGRID3
* xyz 0 2
Re -0.05 0.00 0.97
S 4.24 -0.53 6.87
C 3.29 -0.41 5.56
S 3.82 -0.85 3.95
C 2.33 -0.49 3.13
C 1.31 -0.02 3.91
S -0.24 0.25 3.24
S 1.65 0.17 5.61
S 2.08 -0.83 1.48
O 0.02 -0.29 -3.71
As 0.94 0.32 -2.33
O 2.43 -0.30 -2.41
O -0.06 -0.26 -1.04
C 0.50 2.20 -2.56
C 0.13 2.59 -3.84
C -0.23 3.90 -4.10
C -0.25 4.84 -3.08
C 0.11 4.46 -1.80
C 0.48 3.15 -1.55
S 1.04 2.71 0.07
O 1.41 3.88 0.79
O 2.01 1.66 -0.17
O -0.19 2.03 0.70
H 0.57 -0.99 -4.10
H 0.13 1.86 -4.64
H -0.50 4.19 -5.11
H -0.54 5.86 -3.29
H 0.14 5.18 -0.99
C -1.44 -5.04 0.47
C -2.25 -3.80 0.57
N -3.54 -3.72 0.58
N -3.81 -2.39 0.68
C -2.71 -1.62 0.75
S -2.52 0.04 0.92
N -1.70 -2.54 0.68
N -0.36 -2.15 0.68
H -2.11 -5.88 0.35
H -0.85 -5.19 1.37
H -0.76 -4.99 -0.38
H -4.76 -2.06 0.71
H 0.19 -2.72 1.32
H 0.01 -2.21 -0.28
*
```


The following is a DFT calculation (ωB97M-V with the def2-TZVPD basis set) of an isolated molecule of C4H6O2 at a distorted geometry.

Summary:
- SMILES: O=C[C@@H]1C[C@@H]1O
- HOMO level: -9.64 eV
- Molar mass: 86.090 g mol⁻¹
- ΔE to the lowest compared entry with this formula, charge and spin: 2.821 eV

```
! RIJCOSX wB97M-V def2-TZVPD def2/J DEFGRID3
* xyz 0 1
O 1.72 1.23 0.49
C 1.20 0.30 1.05
C 0.23 -0.58 0.39
C 0.21 0.00 -1.19
C -0.99 -0.25 -0.43
O -1.84 0.79 -0.10
H 1.55 0.03 2.07
H 0.18 -1.60 0.83
H 0.62 -0.63 -1.96
H 0.45 1.07 -1.29
H -1.45 -1.19 -0.72
H -1.87 0.82 0.86
*
```


- Number 6 is which compound?
  C2HBr2ClOS


- The lowest molar mass belongs to which entry?
  C4H6O2


- Which of these has the highest ΔE to the lowest compared entry with this formula, charge and spin?
  C5H5ClN


- Look up the molar mass of the fourth one.
  114.555 g mol⁻¹